[1]
This record from OMol25 describes a cluster of 7 separate species, C39H80F12NO13P2S4 in total at a distorted geometry. The level of theory is ωB97M-V/def2-TZVPD.

Structure (ORCA input):
```
! wB97M-V def2-TZVPD RIJCOSX def2/J DEFGRID3
* xyz -1 1
C -0.847 -2.409 3.981
C -0.762 -1.005 3.482
O 0.143 -0.596 2.866
N -2.049 -0.298 3.462
H -2.679 -0.831 2.818
H -2.541 -0.258 4.392
C -1.910 1.052 2.832
H -1.436 -2.432 4.899
H 0.162 -2.767 4.160
H -1.315 -2.990 3.181
H -1.142 1.583 3.391
H -2.839 1.606 2.900
H -1.523 0.947 1.824
C -2.526 -1.752 -6.393
C -3.162 -2.943 -5.685
C -2.169 -3.733 -4.832
C -1.499 -3.035 -3.648
P 0.085 -3.683 -3.101
C -0.168 -5.286 -2.290
C -0.888 -5.140 -0.964
C -0.970 -6.428 -0.148
C -1.536 -6.270 1.257
C 1.164 -3.898 -4.547
C 2.639 -4.082 -4.235
C 3.525 -4.327 -5.440
C 3.261 -5.663 -6.126
C 0.860 -2.662 -1.832
C 2.009 -3.323 -1.056
C 3.164 -2.362 -0.766
C 2.854 -1.332 0.316
H -3.270 -1.219 -6.985
H -1.746 -2.133 -7.062
H -2.058 -0.994 -5.769
H -3.448 -3.696 -6.420
H -4.026 -2.595 -5.117
H -1.382 -4.079 -5.522
H -2.585 -4.692 -4.509
H -2.117 -2.953 -2.748
H -1.234 -2.017 -3.974
H 0.820 -5.750 -2.141
H -0.675 -5.911 -3.036
H -1.899 -4.816 -1.231
H -0.452 -4.366 -0.332
H 0.054 -6.820 -0.053
H -1.588 -7.149 -0.691
H -1.628 -7.232 1.762
H -2.565 -5.908 1.203
H -0.980 -5.545 1.848
H 1.022 -3.029 -5.199
H 0.749 -4.754 -5.088
H 2.779 -4.891 -3.504
H 3.012 -3.267 -3.604
H 4.591 -4.246 -5.225
H 3.317 -3.522 -6.156
H 3.316 -6.550 -5.500
H 3.920 -5.726 -6.996
H 2.271 -5.666 -6.599
H 0.102 -2.287 -1.134
H 1.208 -1.752 -2.344
H 2.454 -4.186 -1.547
H 1.622 -3.668 -0.095
H 3.420 -1.850 -1.705
H 4.063 -2.926 -0.504
H 2.814 -1.772 1.313
H 1.846 -0.935 0.157
H 3.589 -0.532 0.295
C -2.195 1.959 -3.545
C -1.725 1.801 -2.094
C -0.320 2.368 -1.894
C 0.079 2.392 -0.424
P 1.390 3.580 -0.080
C 1.794 3.550 1.688
C 2.084 2.195 2.345
C 2.066 2.309 3.857
C 2.953 3.349 4.550
C 0.818 5.252 -0.491
C 1.783 6.403 -0.178
C 1.063 7.736 -0.232
C 0.699 8.205 -1.649
C 2.864 3.043 -1.021
C 4.151 3.695 -0.534
C 5.339 3.332 -1.438
C 5.650 1.827 -1.485
H -3.179 1.495 -3.649
H -1.583 1.370 -4.231
H -2.241 3.014 -3.817
H -1.711 0.721 -1.960
H -2.424 2.307 -1.430
H -0.264 3.367 -2.337
H 0.338 1.685 -2.448
H 0.312 1.389 -0.051
H -0.769 2.626 0.237
H 1.031 4.116 2.231
H 2.723 4.135 1.707
H 3.046 1.810 1.997
H 1.277 1.513 2.077
H 2.263 1.361 4.356
H 1.051 2.608 4.141
H 3.063 3.098 5.603
H 2.513 4.337 4.421
H 4.019 3.385 4.271
H -0.194 5.315 -0.077
H 0.720 5.190 -1.586
H 2.609 6.319 -0.888
H 2.174 6.294 0.837
H 1.625 8.557 0.225
H 0.169 7.694 0.397
H -0.065 7.545 -2.063
H 1.606 8.141 -2.259
H 0.356 9.235 -1.677
H 2.610 3.366 -2.036
H 2.928 1.960 -0.934
H 4.442 3.462 0.487
H 4.089 4.776 -0.688
H 6.256 3.762 -1.031
H 5.207 3.670 -2.468
H 5.035 1.241 -2.178
H 5.541 1.360 -0.503
H 6.666 1.663 -1.851
C -3.062 6.185 1.149
F -2.990 5.628 -0.092
F -2.198 7.229 1.167
F -4.291 6.637 1.347
S -2.565 4.896 2.423
O -2.495 5.603 3.677
O -3.645 3.934 2.408
O -1.309 4.333 1.946
C 1.082 0.811 7.192
F 1.589 -0.029 6.253
F 1.562 0.353 8.371
F 1.525 2.040 6.999
S -0.799 0.769 7.201
O -1.163 1.499 6.000
O -1.139 -0.635 7.299
O -1.270 1.475 8.374
C -5.109 -1.993 7.060
F -6.294 -2.261 7.642
F -4.493 -1.055 7.769
F -4.376 -3.120 7.079
S -5.322 -1.387 5.299
O -4.141 -0.573 5.056
O -5.350 -2.616 4.532
O -6.575 -0.681 5.314
C -4.490 -2.762 -0.733
F -4.141 -3.909 -1.378
F -4.774 -1.893 -1.709
F -5.539 -2.963 -0.008
S -3.024 -2.233 0.285
O -3.538 -1.250 1.206
O -2.521 -3.430 0.921
O -2.100 -1.731 -0.732
*
```

Results
LUMO (eV): 0.62
HOMO (eV): -5.574
Maximum force (Eh/bohr): 0.0568
ΔE to the lowest compared entry with this formula, charge and spin (kcal per mole): 0.00
Orbital gap (Ha): 0.228

Here are the Mulliken charges for atoms 1 to 8, given in e:
1. C -1.247
2. C 0.206
3. O -0.051
4. N 0.706
5. H 0.270
6. H 0.615
7. C -0.914
8. H 0.305


[2]
This record from OMol25 describes a cluster of 6 separate species, C39H81BF14N3O23P6S3 in total at a distorted geometry. The level of theory is ωB97M-V/def2-TZVPD.

Structure (ORCA input):
```
! wB97M-V def2-TZVPD RIJCOSX def2/J DEFGRID3
* xyz 1 1
C 1.872 0.286 4.173
C 0.617 1.013 4.672
C -0.549 0.985 3.675
C -0.176 1.467 2.280
C -1.211 1.113 1.213
C -0.923 1.698 -0.177
C 0.533 1.498 -0.674
C 1.333 2.768 -0.414
C 2.832 2.667 -0.769
C 3.754 3.320 0.288
C 3.299 4.724 0.639
N 3.087 5.451 -0.661
C 3.124 6.924 -0.534
P 2.496 7.632 -2.145
S 1.965 6.224 -3.374
C 2.369 7.296 0.760
C 1.923 8.775 0.832
C 0.416 8.933 1.048
C -0.470 8.474 -0.103
F -0.086 7.295 -0.664
F -0.525 9.457 -1.035
C -1.941 8.292 0.394
F -2.735 8.374 -0.692
F -2.274 9.303 1.202
C -2.186 6.876 1.010
F -2.407 6.035 -0.011
F -1.081 6.415 1.640
C -3.340 6.812 2.033
F -4.399 7.516 1.643
F -2.868 7.428 3.141
C -3.758 5.389 2.489
F -4.654 5.583 3.476
F -2.739 4.713 3.016
C -4.464 4.486 1.416
F -5.342 3.710 2.014
F -3.537 3.675 0.897
F -4.996 5.161 0.422
C 3.278 6.848 1.953
S 2.358 6.852 3.479
O 1.681 8.100 3.584
O 1.516 5.709 3.536
F 3.437 6.868 4.588
C 4.103 5.520 1.661
N 5.429 6.011 1.212
C 6.350 5.260 0.973
S 7.495 4.250 0.719
B 4.327 4.592 2.988
N 5.348 4.858 3.967
O 3.468 3.565 3.217
H 1.590 -0.669 3.728
H 2.609 0.140 4.962
H 2.356 0.882 3.396
H 0.889 2.047 4.906
H 0.296 0.528 5.595
H -1.291 1.678 4.083
H -1.004 -0.007 3.657
H -0.098 2.563 2.325
H 0.805 1.120 1.952
H -1.361 0.032 1.179
H -2.155 1.561 1.542
H -1.138 2.770 -0.143
H -1.608 1.237 -0.889
H 0.467 1.310 -1.746
H 0.982 0.645 -0.167
H 0.896 3.546 -1.059
H 1.144 3.091 0.610
H 3.127 1.625 -0.887
H 2.979 3.121 -1.754
H 3.781 2.645 1.137
H 4.758 3.309 -0.150
H 2.305 4.608 1.073
H 3.720 5.130 -1.397
H 2.135 5.216 -0.976
H 4.135 7.311 -0.403
H 3.579 8.361 -2.658
H 1.479 8.561 -1.939
H 1.462 6.695 0.854
H 2.247 9.396 -0.004
H 2.397 9.218 1.705
H 0.208 9.996 1.163
H 0.065 8.466 1.962
H 4.012 7.653 2.044
H 6.069 4.146 3.965
H 5.762 5.775 3.855
H 3.385 3.386 4.163
C 2.906 -3.783 -5.595
O 2.248 -3.993 -4.326
P 1.232 -2.833 -3.797
O 2.138 -1.824 -3.194
O 0.572 -3.796 -2.694
C 0.969 -5.120 -2.356
O -0.205 -2.053 -3.913
C -0.486 -1.346 -5.133
H 3.531 -4.649 -5.794
H 2.174 -3.692 -6.398
H 3.528 -2.889 -5.557
H 1.935 -5.118 -1.851
H 1.003 -5.759 -3.236
H 0.220 -5.510 -1.670
H -0.511 -2.025 -5.987
H 0.261 -0.567 -5.304
H -1.464 -0.886 -5.028
C 9.467 -6.159 -8.388
O 8.359 -6.512 -7.539
P 6.878 -6.572 -8.228
O 6.515 -5.135 -8.283
O 6.179 -7.392 -7.044
C 6.801 -7.742 -5.810
O 5.875 -7.224 -9.335
C 6.344 -7.318 -10.693
H 10.364 -6.170 -7.776
H 9.587 -6.879 -9.198
H 9.320 -5.160 -8.799
H 6.957 -6.856 -5.196
H 7.743 -8.259 -5.970
H 6.120 -8.413 -5.291
H 7.225 -7.957 -10.762
H 6.574 -6.325 -11.085
H 5.547 -7.760 -11.283
C -8.340 1.553 6.091
O -6.942 1.712 5.777
P -5.971 0.446 6.066
O -5.713 0.433 7.514
O -4.747 0.984 5.178
C -4.644 2.292 4.629
O -5.741 -1.065 5.529
C -6.875 -1.952 5.534
H -8.840 2.484 5.836
H -8.783 0.746 5.508
H -8.466 1.355 7.155
H -4.482 3.025 5.420
H -5.526 2.548 4.052
H -3.780 2.297 3.966
H -7.669 -1.580 4.884
H -7.256 -2.077 6.549
H -6.539 -2.914 5.159
C -4.186 -4.586 3.499
O -3.561 -4.266 2.241
P -2.044 -4.791 2.018
O -1.166 -3.871 2.763
O -2.038 -4.572 0.429
C -3.025 -3.882 -0.323
O -1.252 -6.188 1.853
C -1.427 -7.190 2.877
H -5.189 -4.167 3.480
H -4.259 -5.665 3.637
H -3.624 -4.143 4.322
H -2.997 -2.808 -0.132
H -4.020 -4.273 -0.118
H -2.799 -4.051 -1.374
H -2.467 -7.511 2.936
H -1.098 -6.806 3.845
H -0.816 -8.044 2.604
C -6.173 -8.147 -1.387
O -4.747 -7.947 -1.432
P -3.810 -9.226 -1.085
O -3.813 -9.356 0.383
O -2.462 -8.608 -1.690
C -2.296 -7.253 -2.096
O -3.460 -10.684 -1.689
C -4.556 -11.579 -1.962
H -6.644 -7.202 -1.645
H -6.486 -8.903 -2.107
H -6.480 -8.442 -0.383
H -2.292 -6.594 -1.227
H -3.068 -6.955 -2.802
H -1.332 -7.173 -2.594
H -5.227 -11.160 -2.714
H -5.112 -11.791 -1.047
H -4.135 -12.503 -2.346
*
```

Results
LUMO (eV): -2.65
HOMO (eV): -10.755
Maximum force (Eh/bohr): 0.1330
Orbital gap (Ha): 0.298

Here are the Mulliken charges for atoms 1 to 8, given in e:
1. C -0.925
2. C -0.556
3. C -0.437
4. C 0.984
5. C -0.859
6. C -0.314
7. C -1.605
8. C 0.751